This record from the OMol25 dataset describes a cluster of 31 separate species, C25H85BrN4O37PS in total. The level of theory is ωB97M-V/def2-TZVPD.

CARTESIAN COORDINATES (ANGSTROEM)
C1 -1.753 1.715 4.508
C2 -1.502 2.418 3.171
O1 -2.082 1.719 2.060
C3 -1.157 1.100 1.262
C4 -1.124 -0.268 1.235
C5 -2.097 -1.092 2.055
O2 -3.154 -1.644 1.270
C6 -4.112 -0.701 0.916
C7 -4.674 0.111 1.888
C8 -5.634 1.070 1.629
C9 -6.211 1.917 2.735
C10 -6.055 1.213 0.318
C11 -5.525 0.389 -0.668
C12 -4.555 -0.574 -0.413
C13 -4.054 -1.452 -1.565
C14 -4.435 -0.941 -2.954
C15 -2.534 -1.690 -1.538
C16 -0.146 -0.921 0.421
C17 -0.125 -2.431 0.433
C18 0.788 -2.937 1.537
O3 1.674 -2.361 2.062
Br1 0.483 -4.814 2.113
C19 0.721 -0.185 -0.357
P1 1.880 -1.101 -1.442
N1 1.062 -1.749 -2.601
O4 2.634 -2.274 -0.597
O5 3.039 -0.154 -2.032
C20 0.675 1.238 -0.317
N2 1.560 1.946 -1.084
C21 1.505 3.242 -0.979
C22 2.481 4.101 -1.772
O6 3.658 4.071 -1.379
O7 2.038 4.748 -2.745
C23 0.547 3.864 -0.125
N3 0.583 5.317 -0.073
C24 -0.430 5.892 -0.366
S1 -1.733 6.690 -0.756
N4 -0.338 3.256 0.595
C25 -0.255 1.892 0.495
H1 -1.288 0.727 4.456
H2 -1.317 2.284 5.324
H3 -2.822 1.543 4.649
H4 -0.456 2.654 3.019
H5 -2.006 3.387 3.237
H6 -2.445 -0.499 2.893
H7 -1.556 -1.938 2.487
H8 -4.347 -0.015 2.916
H9 -6.016 1.502 3.725
H10 -7.297 1.959 2.629
H11 -5.826 2.938 2.690
H12 -6.791 1.961 0.048
H13 -5.917 0.534 -1.665
H14 -4.522 -2.435 -1.425
H15 -4.209 0.119 -3.102
H16 -5.509 -1.026 -3.146
H17 -3.914 -1.461 -3.749
H18 -2.321 -2.569 -0.939
H19 -1.998 -0.806 -1.204
H20 -2.190 -1.915 -2.544
H21 -1.101 -2.869 0.623
H22 0.231 -2.846 -0.512
H23 1.444 -1.391 -3.475
H24 3.235 -1.862 0.043
H25 3.657 0.114 -1.337
O8 -0.722 9.470 0.863
H26 -1.190 8.839 0.291
H27 -0.544 10.214 0.278
O9 3.154 -3.675 -4.535
H28 3.185 -3.399 -3.612
H29 2.573 -4.445 -4.540
O10 1.973 5.692 3.679
H30 1.855 6.298 2.929
H31 2.920 5.524 3.681
O11 1.302 1.538 4.127
H32 1.647 2.419 4.303
H33 2.086 1.034 3.889
O12 -4.975 4.296 -0.135
H34 -4.723 4.968 -0.776
H35 -4.161 3.813 0.051
O13 3.372 -6.767 2.156
H36 3.802 -6.424 2.953
H37 2.712 -6.094 1.960
O14 -3.935 7.098 2.137
H38 -3.390 6.819 1.391
H39 -3.378 7.726 2.611
O15 3.337 2.510 -4.896
H40 3.239 3.391 -4.512
H41 3.892 2.042 -4.263
O16 5.144 5.302 -3.844
H42 4.365 5.035 -3.330
H43 5.034 4.865 -4.695
O17 -4.013 2.402 -3.113
H44 -3.845 2.765 -2.237
H45 -4.052 3.172 -3.689
O18 -4.273 6.286 5.061
H46 -4.081 6.269 4.115
H47 -3.489 5.912 5.473
O19 4.263 2.070 3.299
H48 4.612 2.085 2.399
H49 5.023 1.836 3.841
O20 -1.565 -7.309 3.179
H50 -1.940 -7.735 2.402
H51 -1.183 -6.488 2.843
O21 2.534 -6.245 -6.072
H52 2.658 -5.597 -6.773
H53 3.422 -6.589 -5.903
O22 2.701 -7.515 -0.585
H54 2.890 -7.294 0.341
H55 2.633 -6.660 -1.021
O23 -5.518 0.307 -5.872
H56 -4.829 0.050 -6.492
H57 -5.067 0.874 -5.236
O24 1.265 -8.149 4.570
H58 0.600 -8.047 3.878
H59 2.085 -7.838 4.165
O25 4.431 -7.826 -4.486
H60 4.473 -7.548 -3.564
H61 3.840 -8.587 -4.472
O26 1.661 8.028 1.986
H62 2.106 8.693 2.523
H63 0.822 8.445 1.742
O27 4.571 -4.213 2.785
H64 4.991 -3.857 3.573
H65 3.884 -3.568 2.589
O28 5.119 -1.282 -5.716
H66 4.564 -1.932 -5.273
H67 4.839 -1.322 -6.637
O29 4.512 -1.845 4.439
H68 4.936 -1.502 5.232
H69 3.821 -1.202 4.238
O30 5.540 -9.224 -7.070
H70 5.158 -8.846 -6.268
H71 5.155 -10.103 -7.134
O31 -2.554 -4.814 5.122
H72 -1.615 -4.976 5.258
H73 -2.912 -5.691 4.936
O32 2.298 10.745 1.805
H74 1.535 10.484 1.280
H75 2.911 11.117 1.163
O33 1.955 5.162 -6.062
H76 2.076 5.405 -5.134
H77 1.348 4.417 -6.025
O34 -1.874 -1.209 -4.781
H78 -1.646 -0.567 -5.461
H79 -1.039 -1.655 -4.588
O35 -4.011 -5.539 8.015
H80 -3.602 -5.394 7.153
H81 -3.348 -6.023 8.516
O36 3.285 -0.503 -8.065
H82 2.984 -1.059 -8.790
H83 3.558 0.319 -8.487
O37 3.606 -6.136 5.116
H84 4.155 -5.716 5.784
H85 2.705 -6.037 5.444

M   1176.9 g/mol
F_max   0.04524 hartree/bohr
Charge   -1
Kohn-Sham gap   0.27859 Eh
Highest occupied orbital energy   -6.72 eV
Electronic energy   -7320.24515 Ha
E_LUMO   0.86 eV

***

This record from the OMol25 dataset describes a cluster of 2 separate species, C6H12 in total. The level of theory is ωB97M-V/def2-TZVPD.

CARTESIAN COORDINATES (ANGSTROEM)
C1 -1.521 1.500 0.431
C2 -0.304 1.331 0.940
C3 0.934 1.030 0.137
C4 1.847 0.011 0.828
H1 -2.381 1.713 1.061
H2 -1.705 1.427 -0.640
H3 -0.169 1.400 2.021
H4 0.638 0.667 -0.853
H5 1.497 1.960 -0.023
H6 1.269 -0.821 1.245
H7 2.400 0.472 1.654
H8 2.578 -0.407 0.128
C5 -1.457 -1.460 -1.081
C6 -0.243 -1.978 -1.231
H9 -1.824 -1.149 -0.107
H10 -2.122 -1.301 -1.926
H11 0.421 -2.122 -0.382
H12 0.143 -2.273 -2.203

M   84.2 g/mol
F_max   0.00388 hartree/bohr
Kohn-Sham gap   0.39680 Eh
Highest occupied orbital energy   -9.55 eV
Energy above the lowest of the compared OMol25 structures with the same formula, charge and spin   45.90 kcal per mole
Electronic energy   -235.74508 Ha
E_LUMO   1.25 eV

***

This record from the OMol25 dataset describes a cluster of 2 separate species, C4H12 in total. The level of theory is ωB97M-V/def2-TZVPD.

CARTESIAN COORDINATES (ANGSTROEM)
C1 1.441 -1.934 -1.674
C2 0.628 -1.328 -0.536
H1 1.526 -3.013 -1.563
H2 1.061 -1.776 -2.684
H3 2.450 -1.509 -1.707
H4 1.265 -0.708 0.098
H5 0.263 -2.097 0.144
H6 -0.219 -0.708 -0.831
C3 -1.063 1.210 1.762
C4 -1.013 2.044 0.465
H7 -0.079 0.819 2.043
H8 -1.525 1.776 2.565
H9 -1.708 0.330 1.626
H10 -1.882 2.700 0.470
H11 -1.010 1.412 -0.417
H12 -0.085 2.620 0.428

Multiplicity   2
M   60.1 g/mol
⟨S²⟩   0.750
F_max   0.01749 hartree/bohr
Charge   -1
Kohn-Sham gap (alpha / beta)   0.10135 / 0.45217 Eh
Highest occupied orbital energy (alpha / beta)   1.58 / -7.79 eV
Energy above the lowest of the compared OMol25 structures with the same formula, charge and spin   6.63 kcal per mole
Electronic energy   -159.51959 Ha
E_LUMO (alpha / beta)   4.34 / 4.52 eV

***

This record from the OMol25 dataset describes a structure of composition C27H38ClGeN4RuS. The level of theory is ωB97M-V/def2-TZVPD.

CARTESIAN COORDINATES (ANGSTROEM)
Ru1 -0.588 -0.179 1.207
N1 -1.870 1.564 1.544
C1 -3.119 1.398 2.308
C2 -4.124 0.504 1.600
C3 -3.773 -0.977 1.674
N2 -2.592 -1.264 0.848
H1 -1.231 2.125 2.100
H2 -2.034 2.061 0.673
H3 -3.565 2.374 2.521
H4 -2.837 0.945 3.259
H5 -4.231 0.802 0.550
H6 -5.101 0.656 2.064
H7 -4.633 -1.582 1.365
H8 -3.528 -1.242 2.704
H9 -2.793 -1.066 -0.127
H10 -2.331 -2.244 0.888
C4 0.510 1.100 0.284
Ge1 0.515 1.392 -1.609
C5 0.616 -0.273 -2.638
C6 1.675 -1.138 -2.367
C7 1.829 -2.327 -3.066
C8 0.919 -2.670 -4.058
C9 -0.131 -1.812 -4.352
C10 -0.276 -0.622 -3.650
C11 2.033 2.504 -2.165
C12 3.243 2.343 -1.490
C13 4.375 3.054 -1.865
C14 4.312 3.949 -2.923
C15 3.116 4.122 -3.607
C16 1.989 3.402 -3.230
C17 -1.192 2.290 -1.999
C18 -2.372 1.543 -2.058
C19 -3.605 2.150 -2.254
C20 -3.683 3.531 -2.388
C21 -2.526 4.292 -2.311
C22 -1.295 3.676 -2.114
H11 0.863 1.971 0.861
H12 2.389 -0.890 -1.589
H13 2.655 -2.986 -2.834
H14 1.030 -3.600 -4.600
H15 -0.835 -2.065 -5.136
H16 -1.088 0.046 -3.915
H17 3.300 1.658 -0.649
H18 5.305 2.911 -1.329
H19 5.191 4.509 -3.216
H20 3.061 4.815 -4.437
H21 1.071 3.534 -3.793
H22 -2.327 0.462 -1.951
H23 -4.504 1.548 -2.306
H24 -4.641 4.008 -2.553
H25 -2.579 5.371 -2.398
H26 -0.407 4.292 -2.034
C23 0.659 -5.204 4.296
C24 -0.267 -4.015 4.078
N3 -0.195 -3.462 2.735
C25 0.773 -2.643 2.284
S1 0.748 -2.155 0.636
N4 1.701 -2.223 3.124
C26 2.680 -1.182 2.806
C27 3.990 -1.767 2.316
H27 0.577 -5.569 5.320
H28 1.699 -4.932 4.111
H29 0.400 -6.022 3.623
H30 -0.070 -3.212 4.790
H31 -1.306 -4.298 4.250
H32 -0.654 -3.962 1.991
H33 1.533 -2.367 4.107
H34 2.809 -0.594 3.714
H35 2.235 -0.523 2.059
H36 4.426 -2.445 3.053
H37 4.707 -0.967 2.125
H38 3.836 -2.317 1.387
Cl1 -0.464 -0.109 3.755

Multiplicity   2
M   659.8 g/mol
⟨S²⟩   0.819
F_max   0.04753 hartree/bohr
Kohn-Sham gap (alpha / beta)   0.24817 / 0.25145 Eh
Highest occupied orbital energy (alpha / beta)   -6.34 / -6.43 eV
Energy above the lowest of the compared OMol25 structures with the same formula, charge and spin   26.15 kcal per mole
Electronic energy   -4300.82920 Ha
E_LUMO (alpha / beta)   0.41 / 0.41 eV

***

This record from the OMol25 dataset describes a cluster of 2 separate species, C3H13N3O in total. The level of theory is ωB97M-V/def2-TZVPD.

CARTESIAN COORDINATES (ANGSTROEM)
C1 -0.657 0.745 -0.441
C2 -1.548 -0.503 -0.233
C3 1.457 -0.207 -0.114
N1 1.487 -0.995 0.968
N2 -2.907 -0.072 0.292
N3 2.260 1.158 -0.002
O1 1.664 -0.734 -1.324
H1 -0.445 1.319 0.498
H2 -0.676 1.040 -1.471
H3 -1.884 -0.820 -1.239
H4 -0.999 -1.092 0.395
H5 1.468 -2.006 0.878
H6 1.162 -0.635 1.926
H7 -3.354 -0.966 0.577
H8 -3.440 0.470 -0.485
H9 -2.846 0.454 1.256
H10 1.671 1.723 -0.551
H11 2.263 1.524 0.907
H12 3.156 1.211 -0.353
H13 2.166 -1.614 -1.484

M   107.2 g/mol
F_max   0.10831 hartree/bohr
Charge   +2
Kohn-Sham gap (alpha / beta)   0.32509 / 0.32513 Eh
Highest occupied orbital energy (alpha / beta)   -16.39 / -16.39 eV
Electronic energy   -360.86437 Ha
E_LUMO (alpha / beta)   -7.55 / -7.54 eV

***

This record from the OMol25 dataset describes a cluster of 2 separate species, C3H6P2 in total. The level of theory is ωB97M-V/def2-TZVPD.

CARTESIAN COORDINATES (ANGSTROEM)
C1 -0.650 -0.248 2.376
C2 -0.287 -0.875 -2.107
C3 0.758 0.962 -0.438
P1 0.701 -0.724 1.553
P2 -0.816 0.357 -1.201
H1 -0.825 -0.656 3.473
H2 -1.194 0.631 2.088
H3 -0.843 -1.439 -2.822
H4 0.783 -0.889 -2.069
H5 1.735 0.945 -0.825
H6 0.637 1.935 -0.027

M   104.0 g/mol
F_max   0.06799 hartree/bohr
Kohn-Sham gap (alpha / beta)   0.28431 / 0.28434 Eh
Highest occupied orbital energy (alpha / beta)   -8.19 / -8.19 eV
Energy above the lowest of the compared OMol25 structures with the same formula, charge and spin   74.25 kcal per mole
Electronic energy   -800.44496 Ha
E_LUMO (alpha / beta)   -0.45 / -0.45 eV

***

This record from the OMol25 dataset describes a cluster of 13 separate species, H26O13 in total. The level of theory is ωB97M-V/def2-TZVPD.

CARTESIAN COORDINATES (ANGSTROEM)
O1 1.194 -1.344 1.748
H1 0.794 -1.518 2.606
H2 1.469 -2.208 1.419
O2 -0.817 -2.927 -1.554
H3 -0.977 -3.321 -0.679
H4 0.103 -3.131 -1.761
O3 3.422 1.253 1.620
H5 2.482 1.522 1.479
H6 3.372 0.627 2.350
O4 3.345 0.848 -1.187
H7 3.247 0.721 -0.223
H8 4.105 1.433 -1.267
O5 -4.102 0.444 -1.388
H9 -3.677 0.837 -0.606
H10 -3.464 0.569 -2.111
O6 0.150 0.449 3.521
H11 0.988 0.487 3.993
H12 0.257 1.054 2.766
O7 1.493 -0.724 -2.702
H13 0.719 -0.617 -2.133
H14 2.208 -0.343 -2.173
O8 -3.025 1.339 1.079
H15 -2.135 1.596 1.346
H16 -3.498 1.153 1.896
O9 -0.146 -0.176 -0.453
H17 0.377 -0.277 0.362
H18 -0.714 -0.965 -0.472
O10 0.811 2.147 1.279
H19 0.363 2.175 0.422
H20 0.807 3.059 1.598
O11 -1.880 0.218 -3.248
H21 -1.251 -0.384 -3.661
H22 -1.325 0.883 -2.805
O12 -1.457 -3.593 1.160
H23 -2.069 -3.072 1.690
H24 -1.461 -4.469 1.561
O13 -0.268 2.178 -1.938
H25 0.533 2.683 -2.113
H26 0.026 1.392 -1.423

M   234.2 g/mol
F_max   0.02073 hartree/bohr
Kohn-Sham gap   0.33707 Eh
Highest occupied orbital energy   -9.57 eV
Energy above the lowest of the compared OMol25 structures with the same formula, charge and spin   24.89 kcal per mole
Electronic energy   -993.73358 Ha
E_LUMO   -0.40 eV

***

This record from the OMol25 dataset describes a cluster of 3 separate species, C28H31N5O2 in total. The level of theory is ωB97M-V/def2-TZVPD.

CARTESIAN COORDINATES (ANGSTROEM)
C1 4.794 -1.066 2.618
C2 3.496 -1.777 1.899
N1 3.409 -1.242 0.483
C3 1.994 -0.795 0.153
C4 1.067 -1.774 -0.806
C5 1.588 -3.207 -1.416
C6 0.532 -4.457 -1.229
O1 0.373 -5.115 -0.078
C7 -0.447 -1.194 -1.163
O2 -1.346 -1.974 -2.056
C8 -0.988 0.279 -0.584
C9 -2.491 0.718 -1.071
C10 -3.665 0.574 0.061
C11 -4.777 1.818 0.173
C12 -6.051 1.787 1.257
C13 -6.271 0.530 2.290
C14 -5.159 -0.712 2.177
C15 -3.902 -0.686 1.082
C16 -2.915 -1.994 1.046
C17 -0.013 1.215 0.398
N2 -0.607 2.510 0.876
C18 0.400 3.255 1.705
C19 1.906 2.745 2.045
N3 2.469 1.426 1.599
C20 1.476 0.670 0.761
H1 4.786 0.123 2.546
H2 4.888 -1.356 3.762
H3 5.784 -1.425 2.093
H4 3.631 -2.938 1.975
H5 2.532 -1.371 2.463
H6 3.796 -1.903 -0.226
H7 1.744 -3.071 -2.592
H8 2.622 -3.575 -0.989
H9 -0.082 -4.795 -2.194
H10 -1.047 -1.681 -2.987
H11 -2.460 1.869 -1.381
H12 -2.873 0.144 -2.038
H13 -4.746 2.771 -0.527
H14 -6.835 2.657 1.290
H15 -7.144 0.418 3.069
H16 -5.266 -1.656 2.898
H17 -2.978 -2.549 0.014
H18 -1.825 -1.598 1.303
H19 -3.200 -2.717 1.951
H20 0.067 4.307 2.149
H21 2.611 3.449 2.692
C21 -4.335 -1.151 -4.887
C22 -4.344 -1.812 -6.139
C23 -3.944 -3.111 -5.920
N4 -3.690 -3.256 -4.581
C24 -3.931 -2.067 -3.942
H22 -4.597 -0.118 -4.696
H23 -4.614 -1.386 -7.097
H24 -3.818 -3.942 -6.601
H25 -3.374 -4.107 -4.134
H26 -3.792 -1.975 -2.874
C25 6.227 5.777 2.662
C26 5.199 4.869 3.011
C27 5.506 3.658 2.432
N5 6.682 3.805 1.743
C28 7.131 5.092 1.882
H27 6.301 6.817 2.950
H28 4.328 5.076 3.620
H29 4.990 2.708 2.451
H30 7.145 3.077 1.215
H31 8.053 5.410 1.413

M   469.6 g/mol
F_max   0.16047 hartree/bohr
Kohn-Sham gap   0.24529 Eh
Highest occupied orbital energy   -8.02 eV
Energy above the lowest of the compared OMol25 structures with the same formula, charge and spin   549.79 kcal per mole
Electronic energy   -1508.97631 Ha
E_LUMO   -1.34 eV